[1]
C41H37BaF5P2S | ωB97M-V/def2-TZVPD

Cartesian coordinates (Å):
Ba: -2.0308 -0.3720 4.9547
C: 2.6911 -2.0261 5.2035
C: 2.9472 -1.2980 4.0994
C: 3.1889 -1.7602 2.6935
C: 1.9496 -2.1039 1.8214
C: 1.0418 -3.2081 2.3053
C: 1.2323 -3.9879 3.3770
C: 2.5372 -4.3324 4.0301
C: 2.7621 -3.5365 5.3252
C: -3.1811 -2.3250 3.4801
H: 2.6746 -1.5296 6.1800
H: 2.8506 -0.2040 4.1889
H: 3.8986 -2.5942 2.6396
H: 3.6613 -0.9002 2.1908
H: 1.3578 -1.1831 1.6672
H: 2.3194 -2.3787 0.8195
H: 0.0970 -3.2891 1.7437
H: 0.3695 -4.4447 3.8909
H: 3.3933 -4.2224 3.3560
H: 2.4757 -5.3966 4.3164
H: 1.9914 -3.8432 6.0509
H: 3.7269 -3.8718 5.7555
H: -3.8278 -3.1244 3.8788
H: -2.4337 -2.8447 2.8503
H: -3.8031 -1.6648 2.8305
P: -0.3559 3.4193 -2.9074
P: -1.8784 1.1341 -4.2387
C: 0.5758 2.2684 -3.9518
C: -0.1537 1.4023 -4.7103
C: 0.2602 5.0348 -3.5790
C: 1.4596 5.1875 -4.2887
C: 1.8927 6.4632 -4.6769
C: 1.0863 7.5797 -4.4381
C: -0.1604 7.4212 -3.8220
C: -0.5790 6.1567 -3.4048
C: 0.5766 3.1536 -1.3581
C: 0.3735 1.9120 -0.7260
C: 1.0949 1.5941 0.4208
C: 2.0134 2.5157 0.9427
C: 2.1968 3.7587 0.3220
C: 1.4622 4.0921 -0.8207
C: -2.5276 0.9790 -5.9912
C: -2.4750 2.1428 -6.7858
C: -2.6954 2.0707 -8.1630
C: -3.0032 0.8434 -8.7615
C: -3.1361 -0.2997 -7.9690
C: -2.9253 -0.2273 -6.5843
C: -1.8079 -0.6246 -3.7211
C: -2.9692 -1.1651 -3.1303
C: -3.0548 -2.5381 -2.8958
C: -1.9762 -3.3702 -3.2229
C: -0.7875 -2.8165 -3.7096
C: -0.6869 -1.4365 -3.9210
H: 1.6661 2.2874 -3.9013
H: 0.2212 0.8854 -5.6019
H: 2.0692 4.3204 -4.5385
H: 2.8635 6.5772 -5.1590
H: 1.4291 8.5705 -4.7355
H: -0.7999 8.2897 -3.6586
H: -1.5533 6.0328 -2.9309
H: -0.3332 1.2051 -1.1631
H: 0.9285 0.6298 0.9086
H: 2.5873 2.2502 1.8344
H: 2.9118 4.4720 0.7333
H: 1.5989 5.0615 -1.2984
H: -2.2283 3.1000 -6.3242
H: -2.6259 2.9724 -8.7762
H: -3.1403 0.7796 -9.8435
H: -3.4010 -1.2560 -8.4249
H: -3.0458 -1.1250 -5.9779
H: -3.7939 -0.5061 -2.8650
H: -3.9645 -2.9630 -2.4661
H: -2.0568 -4.4507 -3.0885
H: 0.0722 -3.4503 -3.9328
H: 0.2505 -0.9934 -4.2501
F: 1.1372 -2.7106 10.8971
C: 0.4167 -2.7266 9.7561
C: 0.3182 -3.9146 9.0206
F: 0.9877 -5.0282 9.4047
C: -0.4038 -3.9122 7.8330
F: -0.2988 -4.9334 6.9390
C: -1.1225 -2.7884 7.3679
S: -2.0647 -2.9738 5.9464
C: -0.9137 -1.5955 8.0912
F: -1.2938 -0.3701 7.4515
C: -0.1739 -1.5501 9.2638
F: 0.0468 -0.3957 9.9318

As for the energy above the lowest of the compared OMol25 structures with the same formula, charge and spin: 0.0 kJ/mol. Its spin multiplicity is 1. The highest occupied orbital energy is -0.2488 Eh. The calculated total energy is -3190.05260 a.u. The calculation puts the gap between HOMO and LUMO at 5.85 eV.

---

[2]
C41H37GeN5O2Pt | ωB97M-V/def2-TZVPD

Cartesian coordinates (Å):
Pt: -0.9551 0.7245 1.0367
C: -5.7481 5.3782 3.3632
C: -4.5495 4.6742 2.7872
C: -3.3003 5.2831 2.7117
C: -2.2262 4.6125 2.1792
C: -2.3033 3.2995 1.6736
N: -1.1673 2.7061 1.1655
C: -0.2311 3.4705 0.4783
C: -0.5878 4.5427 -0.3506
C: 0.3548 5.2804 -1.0388
C: 1.7119 4.9789 -0.9650
C: 2.7384 5.7427 -1.7570
C: 2.0784 3.9063 -0.1698
C: 1.1386 3.1790 0.5484
N: 1.6204 2.1276 1.3789
C: 2.7995 2.0887 2.0342
C: 2.9127 0.8565 2.6330
C: 1.7310 0.1870 2.3038
N: 0.9703 0.9581 1.5444
C: -3.5631 2.6764 1.7802
C: -4.6437 3.3784 2.3197
N: -3.8303 1.3296 1.3385
C: -5.0298 0.7054 1.3424
C: -4.8999 -0.5023 0.7102
C: -3.5633 -0.5609 0.3324
N: -2.9294 0.5442 0.7030
H: -5.5302 6.4304 3.5436
H: -6.0521 4.9354 4.3138
H: -6.6041 5.3276 2.6879
H: -3.1648 6.2912 3.0863
H: -1.2611 5.1007 2.1528
H: -1.6360 4.7953 -0.4427
H: 0.0276 6.1013 -1.6670
H: 2.3138 6.6604 -2.1630
H: 3.1111 5.1517 -2.5970
H: 3.5976 6.0157 -1.1424
H: 3.1190 3.6084 -0.1143
H: 3.4512 2.9445 2.0359
H: 3.7198 0.4983 3.2461
H: 1.3667 -0.7781 2.6133
H: -5.6160 2.9121 2.3657
H: -5.8998 1.1464 1.7860
H: -5.6645 -1.2419 0.5564
H: -3.0076 -1.3437 -0.1512
O: -1.0706 -1.5834 3.0681
C: -0.8128 -2.0187 1.9589
O: -0.6954 -1.3036 0.8746
C: -0.5594 -3.4965 1.7217
C: 0.8364 -3.7966 1.1797
Ge: 1.2819 -3.3005 -0.6691
C: -0.1317 -3.9787 -1.8419
C: -1.4224 -3.4520 -1.7756
C: -2.4402 -3.9379 -2.5844
C: -2.1813 -4.9695 -3.4770
C: -0.9045 -5.5058 -3.5550
C: 0.1105 -5.0135 -2.7437
C: 1.6644 -1.4319 -1.1025
C: 0.7760 -0.6446 -1.8326
C: 1.1198 0.6402 -2.2293
C: 2.3666 1.1565 -1.9042
C: 3.2529 0.3969 -1.1543
C: 2.9009 -0.8883 -0.7602
C: 2.9347 -4.2529 -1.1203
C: 3.5071 -5.2188 -0.2954
C: 4.6797 -5.8705 -0.6597
C: 5.2971 -5.5668 -1.8634
C: 4.7402 -4.6078 -2.6997
C: 3.5733 -3.9570 -2.3265
H: -1.3206 -3.8806 1.0360
H: -0.7013 -3.9992 2.6788
H: 0.9598 -4.8852 1.1696
H: 1.6045 -3.4214 1.8635
H: -1.6147 -2.6470 -1.0779
H: -3.4348 -3.5118 -2.5216
H: -2.9717 -5.3527 -4.1102
H: -0.6959 -6.3103 -4.2493
H: 1.1037 -5.4429 -2.8197
H: -0.1935 -1.0380 -2.1122
H: 0.4182 1.2344 -2.8022
H: 2.6427 2.1494 -2.2361
H: 4.2263 0.7940 -0.8902
H: 3.6192 -1.4828 -0.2039
H: 3.0423 -5.4737 0.6501
H: 5.1096 -6.6153 -0.0014
H: 6.2099 -6.0738 -2.1498
H: 5.2173 -4.3646 -3.6410
H: 3.1571 -3.2004 -2.9842

As for the energy above the lowest of the compared OMol25 structures with the same formula, charge and spin: 4.4 kJ/mol. Its spin multiplicity is 1. The highest occupied orbital energy is -0.2547 Eh. The calculated total energy is -4205.12151 a.u. The calculation puts the gap between HOMO and LUMO at 7.48 eV.

---

[3]
C41H37N2O17S2 | ωB97M-V/def2-TZVPD

Cartesian coordinates (Å):
C: -4.8104 2.7396 4.8049
C: -5.3414 3.9103 3.9685
N: -5.4164 5.1615 4.7149
S: -6.3551 5.2068 6.1058
O: -5.5531 4.6636 7.1692
O: -6.7625 6.5886 6.1751
N: -7.5546 4.1924 5.8560
S: -8.7634 4.5687 4.9063
O: -8.3290 4.9817 3.5757
O: -9.7997 5.3754 5.5091
C: -9.4322 2.8858 4.7501
O: -10.7825 2.8379 4.3949
C: -11.0486 3.3088 3.0784
C: -12.5402 3.1569 2.8191
H: -5.6439 2.1042 5.1119
H: -4.1465 2.1251 4.1909
H: -4.3061 3.0775 5.7081
H: -4.6549 4.0892 3.1359
H: -6.3095 3.6459 3.5267
H: -5.7615 5.9227 4.1418
H: -9.3203 2.4182 5.7259
H: -8.7944 2.3819 4.0118
H: -10.4554 2.7162 2.3671
H: -10.7267 4.3484 2.9809
H: -13.0621 3.1514 3.7775
H: -12.9254 3.9933 2.2330
H: -12.7798 2.2309 2.2929
C: -0.4923 4.5246 3.4583
C: -1.5922 4.2141 2.7759
C: -1.7753 2.8629 2.1842
O: -2.7685 2.5743 1.5533
C: -0.6911 1.8655 2.3954
C: 0.4050 2.1822 3.0790
C: 0.5894 3.5329 3.6590
O: 1.5983 3.8110 4.2811
H: -0.3368 5.4976 3.9072
H: -2.4010 4.9196 2.6339
H: -0.8449 0.8825 1.9701
H: 1.2098 1.4780 3.2509
C: 1.7732 -3.6535 0.2648
C: 1.2400 -2.4479 0.4474
C: -0.1449 -2.2765 0.9496
O: -0.6269 -1.1757 1.1097
C: -0.9263 -3.5029 1.2483
C: -0.3979 -4.7099 1.0695
C: 0.9895 -4.8801 0.5668
O: 1.4595 -5.9877 0.4110
H: 2.7771 -3.8052 -0.1106
H: 1.7814 -1.5335 0.2385
H: -1.9330 -3.3466 1.6144
H: -0.9399 -5.6233 1.2790
C: 6.4966 -7.7875 -2.1680
C: 5.9681 -6.5839 -1.9761
C: 4.5854 -6.4194 -1.4672
O: 4.1087 -5.3138 -1.3091
C: 3.8024 -7.6483 -1.1741
C: 4.3377 -8.8512 -1.3677
C: 5.7229 -9.0177 -1.8766
O: 6.1985 -10.1201 -2.0501
H: 7.4943 -7.9339 -2.5609
H: 6.5025 -5.6688 -2.1950
H: 2.7993 -7.5006 -0.7945
H: 3.7978 -9.7679 -1.1655
C: 2.8212 -5.0338 -6.6265
C: 3.5798 -5.5321 -5.6545
C: 4.9633 -6.0027 -5.9229
O: 5.6492 -6.4571 -5.0307
C: 5.4709 -5.8946 -7.3112
C: 4.7113 -5.4002 -8.2837
C: 3.3292 -4.9288 -8.0186
O: 2.6416 -4.4695 -8.9053
H: 1.8115 -4.6800 -6.4609
H: 3.2404 -5.6160 -4.6293
H: 6.4862 -6.2309 -7.4770
H: 5.0572 -5.3038 -9.3036
C: 2.0694 8.9498 7.6512
C: 0.9717 8.6401 6.9677
C: 0.7946 7.2910 6.3700
O: -0.2034 7.0156 5.7407
C: 1.8811 6.2977 6.5699
C: 2.9772 6.6134 7.2549
C: 3.1600 7.9607 7.8468
O: 4.1620 8.2490 8.4682
H: 2.2275 9.9231 8.0982
H: 0.1580 9.3369 6.8110
H: 1.7268 5.3248 6.1190
H: 3.7868 5.9125 7.4144
C: 6.7509 -1.2693 -12.1800
C: 6.5446 -1.7989 -10.9777
C: 7.1219 -3.1152 -10.6087
O: 6.9302 -3.5990 -9.5124
C: 7.9383 -3.8202 -11.6283
C: 8.1452 -3.2907 -12.8304
C: 7.5688 -1.9719 -13.2015
O: 7.7606 -1.4902 -14.2961
H: 6.3407 -0.3128 -12.4779
H: 5.9512 -1.3114 -10.2147
H: 8.3473 -4.7774 -11.3304
H: 8.7358 -3.7805 -13.5941

As for the charge: -1. Its spin multiplicity is 1. The highest occupied orbital energy is -0.2008 Eh. The calculated total energy is -3769.34936 a.u. The calculation puts the gap between HOMO and LUMO at 4.32 eV.

---

[4]
C41H38BBr2N11Ru | ωB97M-V/def2-TZVPD

Cartesian coordinates (Å):
Ru: 0.7179 0.2027 0.0367
C: 4.8251 1.2886 0.1421
C: 4.0592 0.8096 1.3338
C: 4.6406 0.6480 2.5961
C: 3.6075 0.3296 3.4450
C: 3.6734 0.0712 4.9141
N: 2.4800 0.2965 2.7108
N: 2.7440 0.5575 1.4074
B: 1.0618 0.2899 3.2800
N: 0.3280 -0.9518 2.8096
N: 0.4777 -1.4251 1.5485
C: -0.0760 -2.6515 1.5197
C: -0.0933 -3.5615 0.3393
C: -0.5810 -2.9464 2.7852
C: -0.3089 -1.8473 3.5746
C: -0.6409 -1.6514 5.0153
N: 0.3868 1.5688 2.7883
N: 0.3817 1.9061 1.4761
C: -0.0862 3.1569 1.3922
C: -0.1437 3.9345 0.1240
C: -0.4046 3.6146 2.6731
C: -0.0825 2.5839 3.5326
C: -0.2027 2.5687 5.0207
H: 5.5616 2.0160 0.4813
H: 5.3788 0.4781 -0.3271
H: 4.1847 1.7660 -0.5947
H: 5.6799 0.7670 2.8543
H: 4.7165 0.0305 5.2186
H: 3.1842 0.8670 5.4773
H: 3.1888 -0.8701 5.1725
H: 1.1089 0.3028 4.4693
H: 0.8098 -3.4437 -0.2467
H: -0.1672 -4.5934 0.6786
H: -0.9456 -3.3495 -0.3044
H: -1.0677 -3.8551 3.0972
H: -1.2394 -2.4931 5.3554
H: 0.2582 -1.5963 5.6300
H: -1.2093 -0.7343 5.1709
H: -0.0412 3.2722 -0.7187
H: -1.0792 4.4869 0.0441
H: 0.6786 4.6517 0.0956
H: -0.8114 4.5743 2.9444
H: -0.6909 3.4867 5.3393
H: -0.7903 1.7201 5.3696
H: 0.7793 2.5184 5.4915
Br: 5.7153 0.4482 -4.9265
C: 4.3543 0.3336 -3.6401
C: 4.4603 -0.5515 -2.5830
C: 3.4721 -0.5201 -1.6197
N: 2.4143 0.2850 -1.6817
C: 2.2773 1.0817 -2.7388
C: 3.2413 1.1515 -3.7339
C: 1.0008 1.8250 -2.8299
C: 0.7991 2.8422 -3.7503
C: -0.4653 3.3923 -3.8669
Br: -0.7763 4.7778 -5.0941
C: -1.4935 2.9105 -3.0765
C: -1.1837 1.9443 -2.1392
N: 0.0341 1.4169 -2.0022
H: 5.2964 -1.2317 -2.5059
H: 3.5352 -1.1562 -0.7443
H: 3.1234 1.8072 -4.5828
H: 1.6067 3.2212 -4.3582
H: -2.4956 3.3046 -3.1640
H: -1.9403 1.5860 -1.4548
N: -7.9614 -3.7685 -4.5683
C: -7.0176 -3.3367 -4.0762
C: -5.8342 -2.7972 -3.4598
C: -5.4432 -1.4886 -3.7270
C: -4.3052 -0.9753 -3.1279
C: -3.5476 -1.7595 -2.2674
C: -3.9367 -3.0714 -2.0130
C: -5.0771 -3.5899 -2.5989
C: -2.3257 -1.2216 -1.6016
C: -1.1022 -1.5958 -2.1202
C: -0.9254 -2.3809 -3.2905
C: 0.4144 -2.6621 -3.3831
C: 1.0088 -2.0497 -2.2634
N: 0.1293 -1.3876 -1.5165
C: -2.5023 -0.4865 -0.4486
C: -3.7533 -0.2532 0.1836
C: -3.4931 0.4211 1.3499
C: -2.0965 0.5982 1.3970
N: -1.4951 0.0760 0.3287
H: -6.0284 -0.8812 -4.4037
H: -3.9997 0.0427 -3.3377
H: -3.3444 -3.6836 -1.3443
H: -5.3843 -4.6075 -2.4001
H: -1.7181 -2.6895 -3.9529
H: 0.9323 -3.2337 -4.1359
H: 2.0397 -2.1419 -1.9810
H: -4.7086 -0.5780 -0.1966
H: -4.1933 0.7536 2.0986
H: -1.5580 1.0859 2.1862

As for the charge: +1. As for the energy above the lowest of the compared OMol25 structures with the same formula, charge and spin: 243.9 kJ/mol. Its spin multiplicity is 2. The highest occupied orbital energy (alpha / beta) is -0.3750 / -0.3749 Eh. The calculated total energy is -7455.14607 a.u. The calculation puts the gap between HOMO and LUMO (alpha / beta) at 6.69 / 6.77 eV.

---

[5]
C41H38BCsF4N6O3P2 | ωB97M-V/def2-TZVPD

Cartesian coordinates (Å):
Cs: 0.2468 -0.5039 0.0736
N: -1.5654 1.8996 4.6863
C: -0.9627 1.9124 3.4597
N: -1.5729 1.9466 2.3479
C: -2.9635 1.9444 2.3258
N: -3.6267 1.9021 1.2321
N: -3.2762 1.6230 0.0419
C: -3.2980 2.3412 -1.0056
C: -3.1319 1.7300 -2.3147
C: -3.5117 2.4179 -3.4723
C: -3.3605 1.7921 -4.6962
C: -2.8264 0.5129 -4.7306
C: -2.4836 -0.0927 -3.5273
N: -2.6342 0.4956 -2.3592
C: -3.6891 2.0339 3.5890
C: -5.0708 2.1745 3.6686
C: -5.6949 2.3052 4.8950
C: -4.9468 2.2851 6.0616
C: -3.5728 2.1375 6.0042
C: -2.9438 2.0200 4.7751
H: -1.0380 1.9277 5.5450
H: 0.1196 1.9011 3.4655
H: -3.4740 3.4214 -0.9784
H: -3.9288 3.4109 -3.4041
H: -3.6471 2.2939 -5.6090
H: -2.6726 -0.0127 -5.6582
H: -2.0738 -1.0940 -3.4930
H: -5.6357 2.1910 2.7506
H: -6.7672 2.4238 4.9499
H: -5.4392 2.3720 7.0176
H: -2.9820 2.1174 6.9080
O: 1.7422 -0.0170 2.0470
P: 2.1016 -1.0483 3.0243
C: 0.7891 -1.2604 4.2916
P: -0.6276 -2.0150 3.3835
O: -0.7731 -1.5267 2.0114
C: -0.3640 -3.8038 3.4786
C: -0.1038 -4.4726 4.6691
C: 0.1459 -5.8318 4.6488
C: 0.1333 -6.5281 3.4505
C: -0.1509 -5.8647 2.2687
C: -0.4089 -4.5059 2.2822
C: -2.0681 -1.5902 4.3993
C: -2.0776 -1.5838 5.7882
C: -3.2357 -1.2468 6.4629
C: -4.3865 -0.9353 5.7565
C: -4.3754 -0.9358 4.3717
C: -3.2141 -1.2549 3.6926
C: 3.6057 -0.5950 3.9397
C: 4.7194 -0.4716 3.1175
C: 5.9301 -0.0652 3.6412
C: 6.0295 0.2209 4.9945
C: 4.9197 0.1077 5.8157
C: 3.7037 -0.2992 5.2900
C: 2.4639 -2.6798 2.3364
C: 2.7850 -3.7662 3.1422
C: 3.0482 -4.9917 2.5589
C: 2.9756 -5.1412 1.1806
C: 2.6919 -4.0521 0.3742
C: 2.4539 -2.8181 0.9548
H: 0.4887 -0.2572 4.6108
H: 1.0940 -1.8594 5.1470
H: -0.0951 -3.9401 5.6101
H: 0.3599 -6.3517 5.5706
H: 0.3531 -7.5864 3.4397
H: -0.1637 -6.3961 1.3313
H: -0.6329 -3.9784 1.3663
H: -1.1904 -1.8479 6.3452
H: -3.2482 -1.2363 7.5429
H: -5.2920 -0.6897 6.2895
H: -5.2676 -0.6901 3.8189
H: -3.1680 -1.2524 2.6124
H: 4.6068 -0.6862 2.0624
H: 6.7920 0.0383 2.9987
H: 6.9698 0.5568 5.4064
H: 4.9989 0.3470 6.8677
H: 2.8408 -0.3725 5.9383
H: 2.8301 -3.6502 4.2176
H: 3.3066 -5.8378 3.1801
H: 3.1442 -6.1112 0.7345
H: 2.6310 -4.1654 -0.6964
H: 2.2533 -1.9507 0.3422
F: 0.3475 -2.4210 -1.6567
B: 0.1409 -3.5060 -2.5636
F: -1.2105 -3.6847 -2.7295
F: 0.7312 -4.6392 -2.0369
F: 0.7455 -3.1603 -3.7645
C: 1.3746 0.2054 -3.8771
C: 2.4875 0.0230 -2.8770
N: 3.6045 -0.5456 -3.3870
O: 2.4143 0.3736 -1.7139
H: 1.7569 0.5519 -4.8354
H: 0.6362 0.9035 -3.4863
H: 0.8942 -0.7628 -4.0141
H: 3.5848 -0.9835 -4.2924
H: 4.3466 -0.8062 -2.7564

As for the energy above the lowest of the compared OMol25 structures with the same formula, charge and spin: 169.7 kJ/mol. Its spin multiplicity is 1. The highest occupied orbital energy is -0.2782 Eh. The calculated total energy is -3266.96221 a.u. The calculation puts the gap between HOMO and LUMO at 7.40 eV.